1.
{
  "formula": "C3H11NO4",
  "method": "ωB97M-V with the def2-TZVPD basis set",
  "smiles": "CC(=O)NCO.O.O",
  "orbital_gap_ev": 10.19,
  "total_energy_ev": -12969.282,
  "fmax_ha_per_bohr": 0.05387,
  "de_lowest_kj_mol": 171.53,
  "e_homo_ev": -9.9,
  "symbols": ["C", "C", "O", "N", "C", "O", "H", "H", "H", "H", "H", "H", "H", "O", "H", "H", "O", "H", "H"],
  "xyz": [[-0.6939, -0.8250, 1.8238], [-0.9381, 0.3085, 0.8073], [-2.0817, 0.6970, 0.6774], [0.1412, 1.1274, 0.5021], [1.4967, 0.6234, 0.4550], [1.9090, 0.5403, -0.8887], [-1.0258, -1.8195, 1.5026], [-1.4671, -0.6519, 2.5969], [0.3053, -0.8730, 2.2803], [-0.0679, 1.9026, -0.1145], [1.5736, -0.4012, 0.8069], [2.2070, 1.2233, 1.0568], [1.4199, -0.0691, -1.4702], [-2.4043, 2.1071, -1.5319], [-2.3897, 1.8562, -0.5853], [-3.1041, 1.7372, -2.0488], [1.6930, -2.1201, -1.9313], [1.8011, -2.7236, -1.2014], [1.6259, -2.6396, -2.7370]],
  "forces_ev_per_a": [[-0.685, -0.392, 0.225], [1.010, 1.123, 2.322], [-0.428, -0.232, -0.696], [-0.618, -1.467, 0.450], [-0.039, -0.872, -1.274], [1.079, 1.171, -0.489], [0.481, 0.179, -0.562], [0.649, 0.344, -0.154], [-0.519, 0.036, -0.263], [0.053, 0.007, -0.023], [-0.502, 0.072, 0.720], [-0.361, 0.038, -0.797], [0.030, -0.055, 0.951], [1.297, 1.194, 0.087], [-0.705, -0.579, -0.704], [-0.650, -0.524, 0.262], [-0.157, 0.483, -0.333], [0.069, -0.393, 0.165], [-0.002, -0.132, 0.112]]
}

2.
{
  "formula": "C6H16N2",
  "method": "ωB97M-V with the def2-TZVPD basis set",
  "orbital_gap_ev": [10.39, 5.10],
  "total_energy_ev": -9450.639,
  "fmax_ha_per_bohr": 0.10728,
  "spin_multiplicity": 2,
  "de_lowest_kj_mol": 293.47,
  "total_charge": 1,
  "s_squared": 0.7555,
  "e_homo_ev": [-13.1, -13.1],
  "symbols": ["C", "N", "C", "C", "C", "C", "C", "N", "H", "H", "H", "H", "H", "H", "H", "H", "H", "H", "H", "H", "H", "H", "H", "H"],
  "xyz": [[-1.3333, -0.8092, -0.1713], [-0.4271, -1.0441, 0.9947], [0.9184, -0.9426, 0.7085], [1.4496, 0.2598, -0.2239], [2.8826, -0.0842, -0.6738], [1.3877, 1.5460, 0.6134], [-2.5447, 0.0825, 0.1298], [-3.5948, -0.1925, -0.9210], [-1.6265, -1.9072, -0.5481], [-0.8579, -0.3150, -1.0744], [-0.6527, -0.3074, 1.7168], [1.6525, -1.0712, 1.5883], [1.0768, -1.9492, 0.1777], [0.7464, 0.1694, -1.0079], [2.9384, -0.7889, -1.5995], [3.3334, 0.8453, -1.2477], [3.6975, -0.3579, -0.0159], [2.1826, 1.6155, 1.4296], [1.7909, 2.1848, -0.1609], [0.4722, 1.7746, 1.0292], [-3.0470, -0.1112, 1.0983], [-2.5098, 1.1149, 0.4952], [-3.3374, 0.2129, -1.7738], [-4.5978, 0.0747, -0.5634]],
  "forces_ev_per_a": [[-0.900, -1.769, -0.738], [-0.991, 5.361, -0.579], [3.169, -4.484, 0.529], [1.425, -1.096, 2.448], [0.746, 1.169, -4.253], [3.651, -1.103, -0.844], [-3.131, -1.024, 1.042], [-1.273, -0.066, 3.423], [0.119, 2.458, 0.751], [0.166, -0.947, 1.166], [-0.368, -1.652, 0.009], [-1.624, 0.704, -0.806], [0.388, 1.376, -0.270], [-0.221, 0.701, -1.136], [-0.529, 0.630, 1.913], [-1.038, -1.253, 1.374], [-0.506, -0.144, 0.787], [-1.014, -0.578, -0.978], [-0.552, 1.302, 0.169], [-2.064, 0.802, 0.447], [0.180, -1.664, -0.262], [1.671, 0.771, -1.530], [-0.166, 0.969, -1.366], [2.861, -0.463, -1.293]]
}

3.
{
  "formula": "C5H11N3O3",
  "method": "ωB97M-V with the def2-TZVPD basis set",
  "orbital_gap_ev": 7.18,
  "total_energy_ev": -15956.635,
  "fmax_ha_per_bohr": 0.09507,
  "total_charge": 2,
  "e_homo_ev": -15.9,
  "symbols": ["C", "C", "C", "C", "C", "N", "N", "N", "O", "O", "O", "H", "H", "H", "H", "H", "H", "H", "H", "H", "H", "H"],
  "xyz": [[-1.1698, -7.9740, 0.9605], [-2.9982, -4.9827, 0.9042], [1.2250, -5.9778, -1.7342], [3.2466, 12.9156, -0.5925], [4.0923, 11.8653, -0.8317], [-2.0827, -4.4113, 0.1382], [-4.1570, -4.5587, 1.4065], [-1.4593, -6.7615, 0.8481], [0.3001, -5.5572, -1.1720], [-2.6976, -6.2198, 1.3300], [2.0409, -6.4708, -2.3347], [-1.6887, -8.9088, 1.4980], [-0.2690, -8.3953, 0.6000], [3.7733, 11.1925, -1.5975], [3.4531, 13.6557, 0.3038], [2.2428, 12.8195, -0.7843], [3.4767, 13.4872, -1.5978], [5.1300, 11.9789, -0.2621], [-1.7842, -3.4723, -0.0714], [-1.3168, -5.0093, -0.0379], [-4.8286, -4.0221, 0.9016], [-4.5290, -5.1931, 2.1250]],
  "forces_ev_per_a": [[-2.819, -3.010, 2.625], [1.628, -0.226, -0.134], [-2.201, 0.440, 0.740], [1.386, 3.607, 2.341], [2.680, 1.401, 1.291], [-1.022, 0.350, 0.325], [0.635, -0.957, 0.574], [0.903, 1.511, -0.985], [-0.124, 0.616, 0.461], [-0.554, -1.558, 0.442], [2.469, -0.983, -1.338], [0.127, 2.614, -0.938], [1.239, 0.770, -0.828], [0.500, -1.060, -0.259], [-0.192, -1.578, -1.973], [-2.705, -0.621, -0.494], [0.387, -0.548, 0.720], [-2.044, -1.163, -1.629], [-1.326, 0.558, 0.303], [0.994, -1.245, -0.310], [-0.014, 0.642, -0.342], [0.053, 0.441, -0.591]]
}